# C4H16O4

A 5-piece molecular cluster, C4H16O4 overall at a distorted geometry (the ωB97M-V functional and the def2-TZVPD basis, OMol25).

The geometry in XYZ format:
```
24
Properties=species:S:1:pos:R:3:forces:R:3:mulliken_charge:R:1
C -1.3705 -1.5707 1.9325 -0.476 -0.924 -0.298 -1.1779
C -1.6173 -1.7079 3.3925 0.019 0.581 1.638 0.9999
C -0.8497 -2.4479 4.1900 0.491 -0.165 -0.677 -1.0074
C -2.7968 -0.9862 4.0348 -0.528 -0.763 -0.704 -1.2312
H -1.9032 -2.3852 1.4176 0.054 0.059 0.067 0.2543
H -0.3164 -1.7471 1.7284 0.031 0.427 -0.283 0.3107
H -1.8092 -0.6757 1.4997 0.501 0.335 0.064 0.3447
H -1.0439 -2.6246 5.2367 -0.169 0.224 0.114 0.2899
H 0.0362 -2.9371 3.7956 -0.061 -0.081 -0.014 0.2687
H -3.3548 -0.4084 3.2974 -0.042 0.023 0.048 0.3279
H -2.5821 -0.3379 4.8792 0.423 -0.013 -0.022 0.3247
H -3.4528 -1.7837 4.3985 -0.237 0.300 0.063 0.2964
H 1.1579 -1.0914 -5.2261 -0.099 -0.021 -0.178 0.3112
H 1.7914 0.2935 -5.2301 -0.575 -0.230 -0.682 0.3245
O 1.1754 -0.2769 -5.7419 0.630 0.276 0.790 -0.6373
H 1.0738 2.9991 -3.4840 0.574 -0.462 -0.181 0.3015
H -0.4127 3.1021 -3.6238 -0.114 0.021 -0.004 0.3286
O 0.3291 3.4749 -3.1393 -0.496 0.350 0.180 -0.6358
H 2.0111 2.5373 -6.6010 0.096 0.242 0.560 0.3092
H 2.3936 3.2304 -5.2172 -0.073 -0.165 -0.720 0.3179
O 2.2862 2.3867 -5.6830 0.056 -0.013 0.240 -0.6198
H 3.2703 1.4931 1.9773 0.043 -0.588 -0.876 0.3257
H 2.5818 0.4859 1.0151 0.165 0.181 0.129 0.3209
O 3.4025 0.9775 1.1511 -0.214 0.406 0.745 -0.6471
```
Forces are in eV/Å.

HOMO-LUMO gap (eV): 9.62
Charge: 0
Structure (SMILES): C=C(C)C.O.O.O.O
Multiplicity: 1

***

# C15H22O5

One molecule with the formula C15H22O5 (the ωB97M-V functional and the def2-TZVPD basis, OMol25).

The geometry in XYZ format:
```
42
Properties=species:S:1:pos:R:3:forces:R:3:mulliken_charge:R:1
C -1.3998 1.4156 1.2351 -0.032 -0.054 0.005 -0.6894
H -2.2521 2.0508 1.4705 -0.039 -0.067 -0.053 0.3862
O -0.2986 1.9584 1.9380 0.050 0.125 0.038 -0.4916
C 0.9667 1.5632 1.4741 0.213 -0.188 0.504 -0.1708
O 1.1925 1.9707 0.1507 -0.079 -0.330 0.089 0.1515
C 1.3364 3.3649 -0.0093 -0.042 0.120 -0.001 -1.0085
H 1.5626 3.5294 -1.0610 0.019 0.089 0.026 0.2558
H 0.4174 3.8915 0.2654 0.059 -0.008 -0.036 0.2964
H 2.1600 3.7420 0.6068 -0.009 0.015 -0.029 0.3371
C 1.1936 0.0507 1.5478 0.124 0.484 0.004 0.1379
H 0.9174 -0.2590 2.5561 -0.043 -0.002 0.003 0.5287
C 2.6604 -0.3562 1.2522 -0.435 -0.476 -0.128 -0.2140
O 3.5810 0.6813 1.4327 0.305 0.404 0.065 -0.6972
H 3.5843 1.2281 0.6324 0.066 -0.062 0.039 0.4477
C 2.7983 -0.9840 -0.1589 0.342 0.126 0.406 -0.5451
C 2.5710 0.0452 -1.2333 -0.273 -0.414 -0.029 0.5042
O 3.3639 0.9290 -1.4562 0.083 0.062 -0.180 -0.6355
C 1.3137 -0.0992 -2.0730 0.018 0.357 -0.521 -0.7294
O 0.3400 -0.8624 -1.4144 -0.003 -0.056 0.167 -0.0323
C -0.9219 -0.8503 -2.0463 -0.132 -0.001 -0.247 -0.9802
C -1.9619 -1.3756 -1.0923 0.121 0.088 -0.026 0.7375
C -3.2497 -0.8568 -1.0994 0.119 -0.036 -0.068 -0.4596
C -4.2017 -1.3354 -0.2168 -0.105 0.006 0.015 -0.5984
C -3.8726 -2.3298 0.6885 -0.082 -0.012 0.057 -0.4552
C -2.5893 -2.8489 0.7018 0.024 -0.063 0.039 -0.6671
C -1.6398 -2.3780 -0.1874 0.033 0.030 -0.052 -0.2092
H -0.6383 -2.7792 -0.1804 0.115 -0.048 0.030 0.3389
H -2.3268 -3.6246 1.4059 0.019 -0.065 0.059 0.3974
H -4.6139 -2.6978 1.3819 -0.059 -0.026 0.059 0.3974
H -5.2009 -0.9261 -0.2318 -0.084 0.038 0.006 0.3958
H -3.5089 -0.0749 -1.7990 -0.015 0.113 -0.063 0.3877
H -1.1832 0.1736 -2.3538 0.028 -0.109 0.038 0.3909
H -0.8924 -1.4739 -2.9575 0.038 0.140 0.109 0.3337
H 1.6072 -0.5722 -3.0277 -0.005 0.062 0.103 0.4220
H 0.9397 0.9086 -2.3019 0.090 -0.111 0.054 0.3176
H 2.1029 -1.8128 -0.2608 0.016 -0.047 0.017 0.2193
H 3.8273 -1.3399 -0.2531 -0.047 0.014 -0.065 0.3983
H 2.9514 -1.1252 1.9793 -0.081 0.073 -0.204 0.5347
H 0.5358 -0.4370 0.8307 -0.104 -0.064 0.100 -0.5750
H 1.6632 2.0788 2.1557 -0.129 -0.103 -0.263 0.4281
H -1.2197 1.4276 0.1577 -0.067 -0.008 -0.030 0.1994
H -1.6150 0.3901 1.5511 -0.020 0.004 -0.040 0.2143
```
Forces are in eV/Å.

HOMO-LUMO gap (eV): 10.19
Charge: 0
Structure (SMILES): COC(C[C@H](O)CC(=O)COCc1ccccc1)OC
Multiplicity: 1

***

Going through the records in order, we get HOMO values of -9.17, -9.46 eV.
Going through the records in order, we get energy values of -12596.5595, -26148.2287 eV.
Going through the records in order, we get ΔE to the lowest compared entry with this formula, charge and spin values of 29.5, 57.7 kcal per mole.